[1]
Density functional theory data (wB97M-V/def2-TZVPD) for a molecular structure, C18H40F6N5NaO12S6.

The LUMO energy is -2.3 eV. The max |F| is 13.17 eV/Å. For the orbital gap, the calculation gives 5.80 eV. The energy above the lowest of the compared OMol25 structures with the same formula, charge and spin is 11.300 eV. The total energy comes out at -5036.6909 Ha.

Geometry (Å):
S  3.1800  3.4074  4.1847
S  -3.0157  8.9500  -2.2398
S  1.7333  4.3491  5.6784
S  -0.7683  8.2285  -2.3695
S  -6.8040  -0.3582  0.0282
S  -6.9827  1.3123  1.6540
Na  -1.7947  3.1446  0.9427
F  -5.6496  -0.7224  -1.0564
F  -6.0431  1.9621  2.7885
F  0.1888  4.7496  5.7871
F  3.0157  2.6009  2.8140
F  -4.3733  8.1372  -1.9899
F  0.1964  6.9622  -2.0557
O  -7.6134  2.5064  1.0559
O  -6.9900  -1.7082  0.5970
O  4.0644  4.5279  3.6992
O  -3.2096  10.0172  -1.2430
O  -7.7781  0.4227  2.4782
O  3.7812  2.3648  5.0354
O  -7.7326  0.1705  -0.9243
O  -0.1048  9.2386  -1.5215
O  -3.2641  9.2713  -3.6738
O  2.3187  5.6938  5.6347
O  1.8046  3.5527  6.9008
O  -0.5285  8.3015  -3.8360
N  -1.9898  7.6345  -1.8820
N  2.6089  0.4109  -7.6289
N  -1.0762  -4.1284  5.8189
N  -5.8511  0.6978  0.9030
N  1.5161  3.6558  4.3737
C  2.8591  1.8103  -8.3043
C  3.3361  1.7424  -9.7084
C  -0.8844  -2.9629  6.8636
C  2.9993  -0.9342  -4.9525
C  -1.5104  -3.2676  8.2099
C  1.8621  -6.6012  6.4010
C  3.8253  3.0500  -10.2016
C  3.7466  -1.3922  -6.2409
C  -0.3508  -5.4170  6.2330
C  1.6638  -0.4023  -5.3083
C  -2.6066  -4.4985  5.7047
C  1.8549  -0.5544  -8.6116
C  -2.9407  -3.4975  8.0725
C  -3.2022  -4.7058  7.1441
C  1.7555  0.7459  -6.3619
C  1.1441  -5.2177  6.6043
C  -0.6087  -3.6737  4.4283
C  3.9873  -0.1848  -7.2406
H  0.1808  -2.7560  6.9666
H  2.0732  1.6534  -5.8486
H  1.8677  2.2580  -8.3741
H  2.9265  -6.4643  6.5921
H  4.4225  -0.5165  -8.1834
H  -3.3242  -3.7759  9.0541
H  -0.9510  -4.3699  3.6625
H  4.5027  3.4914  -9.4706
H  -1.3382  -2.1013  6.3739
H  1.8377  -1.5138  -8.0944
H  4.2188  1.1179  -9.8464
H  -1.1163  -2.7481  4.1567
H  3.4629  2.5170  -7.7351
H  2.9682  3.7085  -10.3427
H  1.4764  -7.3281  7.1157
H  -4.2600  -4.9036  6.9710
H  -2.9959  -5.6687  7.6113
H  1.8079  -4.4836  6.1477
H  1.2010  -1.2249  -5.8536
H  -3.4400  -2.5663  7.8048
H  2.6079  1.3383  -10.4116
H  -2.7386  -5.2731  4.9494
H  -0.8501  -5.8326  7.1083
H  -0.6113  -6.1504  5.4699
H  2.9018  -1.7110  -4.1942
H  0.9080  -0.0714  -8.8527
H  1.0294  -0.2815  -4.4302
H  2.5186  -0.6749  -9.4678
H  0.7842  0.9258  -6.8228
H  3.5150  -0.1141  -4.4530
H  -3.1223  -3.6444  5.2657
H  0.4491  -3.4111  4.4288
H  4.3781  2.9744  -11.1379
H  1.8489  -7.0083  5.3899
H  1.1002  -4.9758  7.6663
H  -0.9702  -4.0397  8.7578
H  4.6780  -1.8925  -5.9756
H  4.5216  0.6653  -6.8164
H  3.1167  -2.1604  -6.6895
H  -1.3550  -2.3798  8.8229

Forces on atoms 1 to 3 (eV/Å):
S 4.5 -1.1 -3.9
S -5.9 1.4 -0.9
S -4.2 5.7 8.0



[2]
Density functional theory data (wB97M-V/def2-TZVPD) for a molecular structure, C18H40GaN2O8P2S5.

The LUMO energy is 1.7 eV. Its total charge is -1. The max |F| is 2.34 eV/Å. For the orbital gap, the calculation gives 5.64 eV. The total energy comes out at -6019.6389 Ha.

Geometry (Å):
Ga  -0.3646  1.1668  2.3982
S  -4.5098  4.2066  -1.1160
S  3.2012  5.4044  3.1251
S  -0.6124  4.6396  1.4192
S  1.3028  -3.6957  0.3676
S  -0.5199  -6.3511  -3.7213
P  1.4692  1.0275  3.8739
P  -0.1325  2.8340  0.7527
O  3.1598  6.8401  2.9695
O  -3.3055  3.7186  -1.7439
O  -0.0809  -6.7415  -2.4016
O  2.1930  4.6824  3.8561
O  2.2542  -3.4065  1.4137
O  -1.7135  -5.5698  -3.9322
O  -5.3935  3.3398  -0.3738
O  1.2913  -2.9711  -0.8855
N  -0.5318  -0.5347  1.4680
N  1.0235  -0.0090  5.0429
C  0.4948  -7.6113  -5.8354
C  -4.2083  6.8064  -1.0543
C  0.8445  -5.5638  -4.5608
C  -4.0947  5.6191  -0.1061
C  -3.0105  1.5035  4.3328
C  4.8025  4.9392  3.7670
C  -0.5763  -7.8109  -4.7592
C  -5.4819  6.5687  -1.8711
C  -2.0493  1.5435  3.5355
C  -0.8614  -5.1260  0.9586
C  3.4017  4.6405  1.5191
C  0.3536  -6.0568  0.9844
C  1.5822  -6.7119  -5.2393
C  1.3609  -5.4463  0.0194
C  -5.4610  5.1114  -2.3385
C  -0.3430  -3.6885  1.0708
C  4.8172  4.0558  1.4964
C  5.1986  3.7209  2.9416
H  0.9000  -8.5680  -6.1693
H  -0.0612  -0.4860  0.5550
H  6.2627  3.4995  3.0394
H  -3.3419  6.8362  -1.7215
H  5.4862  5.7721  3.5928
H  -3.0960  5.4973  0.3115
H  0.0538  -7.1200  -6.7074
H  4.8695  3.1772  0.8512
H  -4.8324  5.6836  0.6954
H  0.4285  -4.8737  -5.2963
H  4.7284  4.7310  4.8332
H  -1.5626  -5.3547  1.7630
H  1.7858  2.2872  4.4998
H  4.6381  2.8431  3.2771
H  -0.2638  -3.3711  2.1098
H  2.6463  3.8627  1.4212
H  0.7739  -6.0880  1.9943
H  2.5976  0.5158  3.1398
H  -5.5526  7.2529  -2.7190
H  -0.3590  -8.6772  -4.1340
H  -4.2473  7.7508  -0.5096
H  -3.8000  1.1959  5.0533
H  1.0741  0.4543  5.9553
H  3.2626  5.3920  0.7437
H  -1.5710  -7.9062  -5.1920
H  5.5163  4.7975  1.0978
H  -0.9392  2.5648  -0.4148
H  -4.9586  5.0068  -3.3004
H  2.1613  -7.2733  -4.5003
H  0.0900  -7.0761  0.6966
H  -1.3952  -5.2525  0.0120
H  -6.4644  4.6917  -2.3965
H  1.4583  -5.0215  -3.8426
H  -6.3574  6.7399  -1.2379
H  1.0493  -5.5904  -1.0148
H  1.2417  2.8798  0.3166
H  -1.5285  -0.6212  1.2175
H  2.3743  -5.8195  0.1628
H  -0.9674  -2.9909  0.5184
H  2.2713  -6.3489  -6.0029

Forces on atoms 1 to 3 (eV/Å):
Ga -1.0 -0.6 0.4
S 0.2 0.1 0.6
S -0.3 0.1 -0.1



[3]
Density functional theory data (wB97M-V/def2-TZVPD) for 3 unconnected molecules or ions with the total composition C18H40N3O8P2.

The LUMO energy is -3.6 eV. Its total charge is +1. The max |F| is 8.83 eV/Å. For the orbital gap, the calculation gives 7.99 eV. The total energy comes out at -2158.4400 Ha.

Geometry (Å):
P  3.4406  -2.6182  3.6867
P  -1.7020  2.3981  -3.8744
O  4.0533  -3.8623  3.0790
O  2.5415  -1.4104  4.4457
O  -0.9388  3.7050  -3.8127
O  3.8958  -1.5366  2.5189
O  -2.6036  2.8020  -5.1934
O  -2.6700  1.0251  -3.6811
O  4.6320  -2.3827  4.8020
O  -0.5282  1.4696  -4.5778
N  -3.8373  0.3245  1.7569
N  -5.2820  -0.4477  0.3536
N  -0.5788  0.6055  0.5688
C  -1.7324  4.4836  -6.6982
C  4.0445  0.5050  4.8457
C  -1.4115  0.0788  1.3770
C  -2.8974  -0.0492  -5.8915
C  3.1619  -1.5403  1.2985
C  5.5511  -3.4075  5.1754
C  3.0551  -0.4910  5.4129
C  6.8176  -3.3124  4.3475
C  -5.8008  -0.6524  1.6340
C  0.5439  1.0304  -3.7468
C  -2.5179  0.9516  2.1234
C  0.0836  -0.0099  -2.7440
C  -1.4690  -1.4606  1.6997
C  -4.0512  0.1787  0.4131
C  1.7546  -1.0007  1.4824
C  -3.5782  0.5173  -4.6641
C  -2.7616  4.1497  -5.6364
C  -4.8429  -0.1622  2.5917
H  -5.7095  -0.7050  -0.5352
H  5.0929  -4.3941  5.1090
H  3.1372  -2.5526  0.8830
H  0.9955  1.8874  -3.2380
H  -2.1813  -0.8248  -5.6113
H  -1.8910  3.8669  -7.5858
H  3.4606  -1.0233  6.2734
H  -3.6406  -0.4825  -6.5645
H  -0.9068  -1.9732  0.8852
H  -0.7151  4.2826  -6.3570
H  0.9314  -0.4150  -2.1883
H  -2.3466  0.7074  -6.4479
H  3.6036  1.0528  4.0096
H  6.6060  -3.3242  3.2766
H  -6.7764  -1.1149  1.8746
H  1.2473  -0.9103  0.5233
H  3.7058  -0.9069  0.5955
H  -2.7274  4.8482  -4.8005
H  4.3402  1.2190  5.6178
H  1.7736  -0.0230  1.9664
H  -1.8001  5.5341  -6.9868
H  5.7964  -3.2488  6.2283
H  2.1885  0.0618  5.7877
H  -3.7625  4.2292  -6.0674
H  1.1631  -1.6650  2.1183
H  7.3341  -2.3719  4.5529
H  -3.3762  0.4872  -0.4096
H  -4.8372  -0.1517  3.6969
H  1.3021  0.5970  -4.4006
H  -0.6162  0.4236  -2.0241
H  -4.3258  1.2678  -4.9224
H  -1.0879  -1.6910  2.7278
H  4.9486  0.0267  4.4721
H  -0.7994  1.6132  0.5570
H  -2.4341  0.8754  3.2373
H  -2.4674  2.0277  1.8218
H  -0.4350  -0.8293  -3.2455
H  7.4934  -4.1386  4.5765
H  -2.5278  -1.8504  1.6741
H  -4.1276  -0.2923  -4.1728

Forces on atoms 1 to 3 (eV/Å):
P 7.5 4.3 0.8
P 0.6 -0.7 -8.8
O -4.2 -1.0 0.3



[4]
Density functional theory data (wB97M-V/def2-TZVPD) for a gas-phase ion, C18H41B3NO7 (charge -1).

The LUMO energy is 2.8 eV. Its total charge is -1. The max |F| is 2.22 eV/Å. For the orbital gap, the calculation gives 6.26 eV. The total energy comes out at -1366.6242 Ha.

Geometry (Å):
O  -1.4842  -1.7004  -1.7996
O  -3.8795  -0.4347  -2.5655
O  0.1484  -4.3266  -1.1632
O  0.4417  3.4859  2.4473
O  3.0629  -1.8092  -1.8589
O  -3.6689  1.3299  -0.9377
O  -0.5626  0.0331  -0.6005
N  0.5300  -2.7110  0.6510
C  3.2170  -4.2054  -2.0991
C  -2.2986  -0.6736  3.2076
C  1.1521  3.0259  3.5857
C  -0.1420  4.7621  2.6521
C  0.1883  1.9952  -2.9480
C  1.8195  0.1539  -1.2288
C  3.8926  -2.9117  -1.4969
C  -2.4988  -1.3207  0.6698
C  2.8436  -0.9169  -0.7641
C  -0.3024  0.8443  3.5287
C  -0.5899  2.7927  -1.8491
C  0.2907  2.0141  4.4060
C  -0.0360  -1.7932  -1.8651
C  0.3908  -0.2959  -1.6077
C  0.9647  -0.0330  -4.1694
C  -2.7777  -0.2265  1.7683
C  -1.8075  0.6562  3.9359
C  0.0453  0.4437  -2.9642
B  0.2161  -2.9495  -0.7874
B  -1.8431  -0.7294  -0.7148
B  -3.1695  0.0688  -1.4246
H  3.9912  -2.9585  -0.3948
H  -1.3251  2.2298  -1.2518
H  2.6054  -1.4237  0.1919
H  2.3564  0.7376  -2.0073
H  0.1455  -2.2971  -2.8405
H  2.4641  -3.9056  -2.8585
H  -0.9884  0.2222  -3.3182
H  4.8738  -2.7962  -2.0177
H  -0.1692  2.3556  -3.9451
H  -1.4257  -1.3364  3.0355
H  0.0780  -4.8290  -0.3488
H  1.9683  0.4313  -4.0906
H  2.0432  2.4738  3.2064
H  3.9487  -4.8511  -2.6320
H  0.1543  3.3358  -1.2200
H  1.5056  3.8294  4.2659
H  -4.3816  1.6359  -1.5095
H  0.8235  1.5484  5.2600
H  3.8183  -0.3802  -0.5981
H  0.4919  0.3978  -5.0872
H  -0.5839  2.5851  4.8011
H  0.1950  -0.1239  3.7668
H  1.7186  0.8737  -0.3772
H  -3.1325  -1.1637  3.7472
H  1.2574  2.3227  -2.9153
H  0.6322  -1.7140  0.8220
H  -3.4884  -1.7739  0.3824
H  -1.1621  3.6101  -2.3588
H  -1.2058  4.6956  2.9739
H  0.4151  5.3940  3.3810
H  2.7532  -4.8118  -1.2975
H  -2.4403  1.4744  3.5306
H  -1.9105  -2.1764  1.0952
H  -0.2131  1.0420  2.4377
H  -4.0467  -1.3605  -2.3832
H  -3.8765  -0.0330  1.7585
H  -2.2845  0.7152  1.4499
H  0.9731  -1.1271  -4.3067
H  -1.9518  0.5060  5.0267
H  -0.1295  5.2964  1.6799
H  1.3598  -3.2189  0.9386

Forces on atoms 1 to 3 (eV/Å):
O 0.5 -1.0 0.3
O -0.3 0.8 1.2
O -0.1 1.6 0.1